[1]
A 2-piece molecular cluster, CH4N2S overall, computed with wB97M-V/def2-TZVPD.

Last column: Löwdin charge in e.
Geometry (Å):
C: -0.60 0.99 -0.28  -0.68
H: -0.39 -1.19 1.43  0.19
H: 0.77 -2.28 -0.01  0.16
H: 1.34 0.67 0.00  0.16
H: -1.55 0.64 -0.49  0.03
N: -0.01 -1.32 0.11  -0.17
N: 0.41 -0.04 -0.43  -0.29
S: 0.04 2.53 -0.33  0.59

- Molecular weight: 76.124 g/mol
- Highest occupied orbital energy: -0.3201 Eh
- ΔE to the lowest compared entry with this formula, charge and spin: 120.34 kcal per mole
- Largest force on an atom: 0.103 Eh/bohr
- Charge: 0
- Kohn-Sham gap: 8.22 eV

[2]
C28H28BrCl3MgN8OS6 as an isolated structure, computed with wB97M-V/def2-TZVPD.

Last column: Löwdin charge in e.
Geometry (Å):
Mg: 0.32 -0.24 0.13  0.23
S: -1.04 -1.44 -6.66  0.47
C: -0.56 -1.42 -5.08  -1.53
S: 0.88 -0.69 -4.51  0.88
C: 0.71 -1.02 -2.80  -1.10
C: -0.41 -1.70 -2.46  -1.13
S: -0.96 -2.14 -0.84  0.50
S: -1.47 -2.11 -3.79  0.88
S: 1.95 -0.35 -1.73  0.58
C: -0.24 4.10 0.78  -0.02
N: -0.31 3.21 1.93  -0.12
C: -1.37 3.51 2.88  -0.03
C: 0.38 2.06 1.91  -0.44
N: 1.18 1.63 0.99  0.12
N: 0.22 1.22 3.06  0.12
C: -0.65 0.15 2.92  -0.55
N: -0.77 -0.62 4.03  0.18
N: -1.25 0.00 1.80  0.11
H: -0.61 5.07 1.08  0.09
H: -0.84 3.72 -0.05  0.09
H: 0.79 4.23 0.45  0.09
H: -1.18 4.47 3.36  0.09
H: -1.43 2.74 3.64  0.08
H: -2.33 3.55 2.35  0.10
H: 1.28 2.28 0.21  0.05
H: 1.12 0.97 3.45  0.14
H: -0.16 -0.46 4.81  0.10
H: -1.11 -1.56 3.92  0.11
H: -1.92 -0.77 1.82  0.07
Br: -5.05 1.61 -1.69  0.76
C: -3.19 1.71 -1.99  -0.67
C: -2.69 2.35 -3.11  -0.09
C: -1.31 2.38 -3.26  -0.03
C: -0.51 1.78 -2.30  -0.17
N: -1.01 1.17 -1.23  0.02
C: -2.33 1.13 -1.08  -0.19
H: -3.35 2.79 -3.84  0.11
H: -0.86 2.84 -4.13  0.12
H: 0.57 1.74 -2.41  0.06
H: -2.71 0.59 -0.22  0.08
Cl: 7.16 -1.35 -2.23  0.67
C: 5.97 -2.41 -1.54  -0.65
C: 4.63 -2.08 -1.60  -0.11
C: 3.69 -2.93 -1.04  -0.04
C: 4.08 -4.12 -0.43  -0.19
C: 3.03 -5.00 0.23  -0.29
C: 2.90 -4.74 1.73  -0.04
N: 2.59 -3.34 1.93  -0.05
C: 3.49 -2.33 2.20  -0.05
C: 2.85 -1.17 1.93  -0.13
N: 1.57 -1.45 1.47  0.00
C: 1.44 -2.75 1.52  -0.17
O: 1.75 -4.71 -0.29  -0.17
C: 1.43 -5.33 -1.53  -0.13
C: 1.29 -6.81 -1.38  -0.32
C: 0.35 -7.41 -0.59  -0.98
Cl: -0.86 -6.62 0.33  0.67
S: 0.47 -9.11 -0.59  1.00
C: 1.79 -9.07 -1.67  -0.41
C: 2.12 -7.79 -2.01  -0.14
C: 5.43 -4.42 -0.38  -0.58
Cl: 5.98 -5.88 0.40  0.70
C: 6.39 -3.58 -0.93  -0.13
H: 4.31 -1.15 -2.06  0.04
H: 2.64 -2.67 -1.07  0.07
H: 3.28 -6.06 0.09  0.13
H: 3.81 -4.98 2.28  0.12
H: 2.09 -5.36 2.11  0.14
H: 4.50 -2.55 2.49  0.13
H: 3.23 -0.16 1.93  0.10
H: 0.62 -3.32 1.11  0.10
H: 2.19 -5.10 -2.29  0.14
H: 0.49 -4.86 -1.84  0.12
H: 2.25 -9.98 -2.00  0.07
H: 2.93 -7.53 -2.68  0.12
H: 7.44 -3.84 -0.89  0.10

- Molecular weight: 895.557 g/mol
- Highest occupied orbital energy: -0.2278 Eh
- ΔE to the lowest compared entry with this formula, charge and spin: 0.00 kcal per mole
- Largest force on an atom: 0.015 Eh/bohr
- Charge: 0
- Kohn-Sham gap: 5.97 eV

[3]
C52H47CoN6O3P2S as an isolated structure, computed with wB97M-V/def2-TZVPD.

Last column: Löwdin charge in e.
Geometry (Å):
Co: -0.10 1.29 -0.52  0.49
O: 1.86 2.31 2.35  -0.04
C: 1.79 1.18 3.11  -0.30
C: 2.79 0.94 4.07  0.00
C: 2.79 -0.23 4.79  -0.05
C: 1.73 -1.13 4.53  -0.07
C: 0.61 -0.76 3.77  -0.04
C: 0.65 0.41 2.97  -0.28
P: -0.64 1.00 1.86  1.09
C: -1.19 2.43 2.78  -0.34
C: -1.03 2.52 4.18  -0.07
C: -1.11 3.76 4.82  -0.06
C: -1.58 4.87 4.10  -0.05
C: -1.86 4.72 2.74  -0.09
C: -1.80 3.53 2.12  -0.10
C: -1.92 -0.22 2.06  -0.40
C: -3.06 0.02 2.77  -0.08
C: -3.99 -0.98 2.95  -0.07
C: -3.80 -2.26 2.40  -0.06
C: -2.60 -2.54 1.73  -0.07
C: -1.65 -1.52 1.59  -0.11
C: 3.07 2.35 1.59  -0.22
C: 4.09 3.04 2.23  -0.02
C: 5.41 2.94 1.83  -0.06
C: 5.69 2.16 0.74  -0.07
C: 4.69 1.48 0.03  -0.08
C: 3.33 1.63 0.42  -0.28
P: 2.10 0.90 -0.70  1.05
C: 2.66 -0.84 -0.45  -0.28
C: 3.78 -1.31 0.22  -0.14
C: 4.41 -2.46 -0.03  -0.08
C: 3.88 -3.38 -0.96  -0.06
C: 2.63 -3.11 -1.51  -0.09
C: 2.02 -1.89 -1.25  -0.09
C: 2.73 1.28 -2.35  -0.37
C: 2.54 0.48 -3.45  -0.11
C: 2.78 0.90 -4.73  -0.08
C: 3.19 2.21 -4.98  -0.05
C: 3.34 3.11 -3.86  -0.06
C: 3.11 2.62 -2.58  -0.11
H: 3.56 1.67 4.25  0.11
H: 3.47 -0.45 5.62  0.12
H: 1.77 -2.13 4.93  0.10
H: -0.33 -1.31 3.86  0.11
H: -0.91 1.62 4.79  0.12
H: -0.87 3.86 5.87  0.10
H: -1.65 5.83 4.56  0.10
H: -2.27 5.52 2.21  0.09
H: -2.25 3.31 1.15  0.09
H: -3.30 1.03 3.05  0.11
H: -4.79 -0.98 3.68  0.11
H: -4.55 -3.05 2.53  0.11
H: -2.37 -3.47 1.22  0.06
H: -0.62 -1.68 1.16  0.12
H: 3.84 3.51 3.17  0.13
H: 6.19 3.50 2.37  0.13
H: 6.75 2.03 0.38  0.13
H: 4.85 0.96 -0.91  0.12
H: 4.25 -0.67 0.97  0.11
H: 5.31 -2.74 0.57  0.13
H: 4.46 -4.24 -1.20  0.10
H: 2.13 -3.96 -2.01  0.11
H: 1.13 -1.73 -1.83  0.07
H: 2.12 -0.52 -3.25  0.09
H: 2.68 0.23 -5.61  0.12
H: 3.30 2.64 -5.96  0.09
H: 3.59 4.16 -4.06  0.11
H: 3.27 3.27 -1.68  0.12
N: -1.80 2.05 -4.13  0.13
C: -1.89 0.72 -4.38  -0.07
C: -1.05 0.10 -3.50  -0.08
N: -0.42 1.06 -2.71  0.05
C: -0.95 2.24 -3.08  -0.24
C: -0.66 3.37 -2.25  -0.27
N: 0.07 3.25 -1.12  0.05
C: -0.25 4.38 -0.37  -0.09
C: -1.12 5.16 -1.07  -0.06
N: -1.27 4.57 -2.30  0.14
H: -2.17 2.83 -4.71  0.19
H: -2.61 0.31 -5.10  0.14
H: -0.77 -0.97 -3.51  0.12
H: 0.16 4.46 0.61  0.11
H: -1.71 5.98 -0.68  0.13
H: -1.83 4.94 -3.07  0.18
C: 1.01 -5.79 0.89  -0.08
N: 0.25 -6.79 0.14  -0.03
C: -0.54 -6.42 -0.86  -0.88
S: -1.03 -4.83 -1.14  0.57
N: -0.98 -7.39 -1.70  -0.09
C: -0.34 -8.65 -1.92  -0.11
H: 1.26 -6.12 1.92  0.10
H: 0.36 -4.94 0.96  0.02
H: 1.87 -5.49 0.35  0.06
H: 0.47 -7.76 0.25  0.11
H: -1.55 -6.97 -2.46  0.12
H: -0.71 -9.37 -1.16  0.09
H: 0.77 -8.58 -1.87  0.09
H: -0.65 -9.12 -2.90  0.11
O: -3.32 2.90 -0.81  -0.01
C: -3.18 1.66 -0.80  -0.57
O: -2.16 0.97 -0.53  -0.14
C: -4.46 0.82 -1.10  -0.12
C: -5.69 1.49 -1.18  -0.04
C: -6.77 0.85 -1.76  -0.09
C: -6.71 -0.50 -2.15  -0.07
C: -5.49 -1.16 -1.98  -0.10
C: -4.44 -0.54 -1.35  -0.06
H: -5.75 2.55 -0.88  0.12
H: -7.68 1.40 -1.94  0.10
H: -7.53 -1.01 -2.61  0.10
H: -5.30 -2.19 -2.28  0.11
H: -3.57 -1.16 -1.00  0.12

- Spin multiplicity: 4
- Molecular weight: 956.935 g/mol
- Highest occupied orbital energy (alpha / beta): -0.3658 / -0.3658 Eh
- ΔE to the lowest compared entry with this formula, charge and spin: 50.88 kcal per mole
- Largest force on an atom: 0.080 Eh/bohr
- Charge: +1
- Kohn-Sham gap (alpha / beta): 7.87 / 7.44 eV

[4]
One molecule with the formula C5H7NO2, computed with wB97M-V/def2-TZVPD.

Last column: Löwdin charge in e.
Geometry (Å):
C: 0.49 -1.84 0.30  0.10
C: 0.54 -0.51 0.24  -0.20
C: 1.92 0.13 -0.03  -0.49
C: -1.10 1.09 -0.76  -0.06
C: -1.90 0.20 0.19  -0.12
N: -0.56 0.44 0.46  -0.08
O: 2.75 -0.50 -0.60  0.14
O: 2.08 1.35 0.47  0.16
H: -0.38 -2.51 0.62  0.10
H: 1.44 -2.31 0.24  0.05
H: -0.93 0.76 -1.73  0.09
H: -0.86 2.08 -0.64  0.07
H: -2.70 0.65 0.73  0.10
H: -2.08 -0.70 -0.28  0.09
H: 1.28 1.65 0.79  0.05

- SMILES: C=C(C(=O)O)N1CC1
- Molecular weight: 113.116 g/mol
- Highest occupied orbital energy: -0.3483 Eh
- ΔE to the lowest compared entry with this formula, charge and spin: 57.90 kcal per mole
- Largest force on an atom: 0.071 Eh/bohr
- Charge: 0
- Kohn-Sham gap: 10.35 eV

Across the entries above, E_tot takes the values -548.02009, -8141.07412, -5027.46859, -399.87329 hartree, respectively.